{
  "formula": "C4H7N3O",
  "method": "ωB97M-V/def2-TZVPD",
  "smiles": "N[C@]12C[C@@H]1NNC2=O",
  "orbital_gap_ev": 9.5,
  "largest_force_ev_per_a": 6.3,
  "homo_ev": -8.71,
  "e_lumo_ev": 0.79,
  "symbols": ["N", "C", "C", "C", "N", "N", "C", "O", "H", "H", "H", "H", "H", "H", "H"],
  "positions_angstrom": [[0.239, -0.884, 1.187], [0.162, -0.841, -0.290], [1.546, -0.438, -0.593], [0.544, 0.673, -0.561], [-0.274, 1.418, 0.306], [-1.570, 0.900, 0.113], [-1.507, -0.477, -0.308], [-2.413, -1.266, -0.372], [0.654, -0.088, 1.590], [0.936, -1.773, 1.161], [2.333, -0.925, 0.207], [2.043, -0.745, -1.399], [0.232, 0.672, -1.542], [-0.406, 2.324, 0.011], [-2.520, 1.450, 0.490]],
  "forces_ev_per_angstrom": [[0.613, -6.247, -0.122], [-3.167, 3.002, 2.716], [1.689, -1.158, 3.824], [0.848, -1.625, -0.272], [0.732, -0.195, 2.108], [-3.332, -1.831, -0.650], [0.068, -0.505, 0.588], [0.835, 1.225, -0.330], [0.912, 0.909, 0.529], [-2.186, 2.812, 1.742], [-2.140, 2.013, -1.317], [1.308, 0.037, -4.324], [-0.640, 1.289, -2.607], [0.676, 2.685, -0.741], [3.784, -2.411, -1.142]],
  "mulliken_charge": [-0.68, 0.33, -0.70, -0.29, -0.35, -0.20, 0.35, -0.52, 0.27, 0.27, 0.27, 0.27, 0.38, 0.31, 0.30]
}